1.
DFT (ωB97M-V with the def2-TZVPD basis set) results for one molecule with the formula CH3FN2O at a distorted geometry.

Geometry (Å):
C (-0.544, -0.070, -0.197)
N (1.583, -0.871, 0.476)
N (0.903, -0.071, -0.196)
O (-0.757, 1.054, 0.492)
F (-1.526, -1.080, 0.102)
H (-0.804, 0.146, -1.237)
H (2.629, -0.726, 0.470)
H (-1.485, 1.619, 0.089)

Output
Highest occupied orbital energy: -9.61 eV
LUMO energy: 0.0092 hartree
Total charge: 0
Structure (SMILES): [H]/N=N/[C@H](O)F


2.
DFT (ωB97M-V with the def2-TZVPD basis set) results for one molecule with the formula C4H7NO at a distorted geometry.

Geometry (Å):
C (1.549, 0.432, 0.398)
C (0.436, 1.104, -0.372)
C (-1.424, -0.648, 0.385)
C (-0.786, 0.235, -0.724)
N (1.731, -0.758, 0.057)
O (0.724, 2.144, -0.950)
H (2.042, 0.866, 1.191)
H (-0.802, -1.480, 0.726)
H (-2.172, -1.269, 0.005)
H (-1.746, -0.109, 1.267)
H (-1.460, 0.984, -0.955)
H (-0.642, -0.253, -1.573)
H (2.549, -1.248, 0.543)

Output
Highest occupied orbital energy: -9.65 eV
LUMO energy: 0.0166 hartree
Total charge: 0
Structure (SMILES): [H]/N=C/C(=O)CC


Computed frontier orbital gap (Eh) in order:
0.3625; 0.3711
Computed energy above the lowest of the compared OMol25 structures with the same formula, charge and spin (kcal per mole) in order:
47.8; 52.6
Computed energy (eV) in order:
-8828.194; -7797.364